[1]
Formula: C2H3NOS
Source: OMol25
Level of theory: ωB97M-V/def2-TZVPD

Computed properties:
Strongest force on any atom = 4.11 eV Å⁻¹
LUMO = 0.0664 eV
HOMO-LUMO gap = 8.851 eV
SMILES string = CN1SC1=O
Energy relative to the best compared isomer or geometry (same formula, charge and spin) = 2.8027 eV

Structure (XYZ):
```
8
Properties=species:S:1:pos:R:3:forces:R:3
C -1.269382 -2.299275 0.753967 -0.5924 -0.2034 0.4504
C -0.141395 0.063524 -0.030065 -1.5401 -1.3445 3.0845
N -1.201147 -0.988521 0.990394 1.5014 2.7124 -2.7051
O -1.616850 -3.184185 0.053448 0.3800 0.1908 -0.3653
S -0.747611 -1.911908 2.417282 0.7769 -0.5714 1.1064
H 0.846388 -0.440224 -0.150428 -0.8368 0.4735 0.2573
H -0.818255 -0.113362 -0.875817 0.5984 1.0879 0.0088
H -0.109501 1.076012 0.591437 -0.2874 -2.3453 -1.8369
```
Forces are in eV/Å.

***

[2]
Formula: C3O2
Source: OMol25
Level of theory: ωB97M-V/def2-TZVPD

Computed properties:
Strongest force on any atom = 4.89 eV Å⁻¹
LUMO (alpha / beta) = 3.3462 / 3.3029 eV
Multiplicity = 2
HOMO-LUMO gap (alpha / beta) = 5.923 / 8.509 eV
Energy relative to the best compared isomer or geometry (same formula, charge and spin) = 1.9102 eV
Charge = -1

Structure (XYZ):
```
5
Properties=species:S:1:pos:R:3:forces:R:3
C 1.870459 0.401644 -1.851457 -0.4322 -0.1978 0.3781
C 0.907973 0.013967 -1.145559 -1.8337 -0.6080 2.3695
O -0.266131 -0.582403 0.141208 1.3543 -1.3871 -4.4885
C -0.764932 -0.001541 1.122309 3.5555 2.9994 1.5147
O -1.747369 0.168333 1.733498 -2.6439 -0.8065 0.2262
```
Forces are in eV/Å.

***

[3]
Formula: CH6N3OS
Source: OMol25
Level of theory: ωB97M-V/def2-TZVPD

Computed properties:
Strongest force on any atom = 5.84 eV Å⁻¹
LUMO = -3.6000 eV
HOMO-LUMO gap = 10.041 eV
SMILES string = N/C(O)=[NH+]/NS
Energy relative to the best compared isomer or geometry (same formula, charge and spin) = 1.2314 eV
Charge = +1

Structure (XYZ):
```
12
Properties=species:S:1:pos:R:3:forces:R:3
C 0.159787 -0.769630 -0.342955 -1.3471 -1.0831 2.4532
N -0.498203 -1.864470 -0.658686 0.9214 -1.8096 -1.2902
N 0.047853 -0.184514 0.859147 -1.9502 2.3744 0.9275
N 0.329320 1.281234 0.820114 1.4826 -1.1457 1.2345
O 0.965428 -0.385489 -1.209696 4.4325 3.1615 -2.0997
S -0.795284 2.507527 0.495623 -1.1318 -0.0078 -1.3218
H -1.296350 -2.172550 -0.130908 0.0309 -0.1759 0.0625
H -0.008832 -2.539825 -1.340850 -1.4245 1.5624 1.3878
H -0.674543 -0.463835 1.593622 1.1639 0.1004 -1.7365
H 0.630839 1.524845 1.773463 0.4341 -0.5421 -0.6919
H 1.699828 0.353508 -1.000233 -2.6569 -2.1256 0.0320
H -0.559843 2.713200 -0.858641 0.0451 -0.3088 1.0425
```
Forces are in eV/Å.

***

[4]
Formula: C3HCl3F2
Source: OMol25
Level of theory: ωB97M-V/def2-TZVPD

Computed properties:
Strongest force on any atom = 2.64 eV Å⁻¹
LUMO = 0.3327 eV
HOMO-LUMO gap = 11.187 eV
SMILES string = FC1=C(F)C1(Cl)Cl.Cl
Energy relative to the best compared isomer or geometry (same formula, charge and spin) = 2.5348 eV

Structure (XYZ):
```
9
Properties=species:S:1:pos:R:3:forces:R:3
C 1.245198 0.078194 2.516721 -0.4460 0.8237 -0.7826
C 2.127198 -0.867724 2.443869 0.6245 0.1843 -0.7333
C 2.526914 0.456604 1.792932 -0.3784 -1.2327 2.2164
F 0.032219 0.540469 2.843637 1.5867 -0.6660 -0.3218
F 2.531041 -2.121648 2.635280 -0.4767 1.3449 -0.0640
Cl 0.033575 -0.736959 -0.727250 -2.5528 0.6609 -0.1640
Cl 3.728238 1.498657 2.682400 -0.4842 -0.3206 -0.3190
Cl 2.798906 0.661770 0.073598 -0.0139 0.0813 0.1222
H 1.162149 -1.188584 -0.673316 2.1408 -0.8758 0.0461
```
Forces are in eV/Å.

***

[5]
Formula: C27H44CoN8O6S
Source: OMol25
Level of theory: ωB97M-V/def2-TZVPD

Computed properties:
Strongest force on any atom = 0.39 eV Å⁻¹
LUMO (alpha / beta) = -4.3860 / -4.3611 eV
Multiplicity = 4
HOMO-LUMO gap (alpha / beta) = 8.620 / 8.941 eV
Energy relative to the best compared isomer or geometry (same formula, charge and spin) = 0.5194 eV
Charge = +2

Structure (XYZ):
```
87
Properties=species:S:1:pos:R:3:forces:R:3
Co 0.058917 -0.259313 0.279295 -0.0106 -0.1700 0.0150
O 1.923533 0.763056 6.907463 -0.0057 0.0142 -0.0045
C 0.556792 0.647824 6.583788 0.0089 0.0013 0.0037
C 0.421269 0.399730 5.108175 0.0194 -0.0055 -0.0064
C -0.833337 0.205264 4.539289 -0.0156 0.0131 -0.0002
C -0.925920 -0.020081 3.180896 0.0037 0.0241 -0.0037
N 0.150652 -0.070195 2.393070 0.0186 0.0010 0.0136
C 1.361777 0.116310 2.926584 -0.0202 0.0256 0.0153
C 1.535035 0.356484 4.281532 -0.0042 0.0052 0.0030
C 2.496047 0.017125 1.966318 0.0247 0.0358 -0.0049
C 3.822152 0.108357 2.362169 0.0013 0.0052 0.0018
C 4.829159 -0.043164 1.421342 0.0002 -0.0100 0.0182
C 6.283718 0.002059 1.825362 0.0098 -0.0075 0.0084
O 6.468209 0.422074 3.156987 -0.0274 0.0048 -0.0030
C 4.462450 -0.284947 0.102266 0.0061 -0.0134 -0.0033
C 3.121398 -0.356961 -0.212872 -0.0048 0.0020 -0.0093
N 2.153629 -0.204802 0.690120 0.0137 0.0251 0.0008
H 2.016930 0.929218 7.850227 -0.0009 -0.0083 0.0018
H 0.005046 1.560840 6.835016 -0.0054 0.0019 0.0023
H 0.082742 -0.181125 7.120982 0.0024 -0.0048 0.0045
H -1.731215 0.228502 5.143657 0.0018 -0.0007 -0.0021
H -1.875792 -0.173550 2.682109 -0.0030 -0.0033 0.0012
H 2.512655 0.502383 4.713431 -0.0031 0.0028 -0.0024
H 4.095390 0.281689 3.392029 -0.0006 -0.0045 0.0012
H 6.839962 0.620824 1.116602 -0.0038 0.0102 -0.0014
H 6.686424 -1.010994 1.743893 0.0069 -0.0015 -0.0087
H 6.707417 1.352880 3.177633 0.0176 -0.0043 -0.0009
H 5.207355 -0.419379 -0.671493 -0.0015 -0.0001 0.0021
H 2.799670 -0.550877 -1.228709 -0.0019 0.0048 0.0006
N -0.304329 -0.420936 -1.880273 -0.0105 0.0679 -0.0333
C -1.748371 -0.155978 -2.033144 0.0415 -0.0956 0.0065
C -2.383248 -0.602924 -3.344988 -0.0006 0.0215 -0.0048
C -1.713800 -0.061382 -4.617559 -0.0207 -0.0067 -0.0009
C -0.946264 -1.128664 -5.393890 0.0019 -0.0072 -0.0060
N -1.819988 -2.177449 -5.935979 0.0017 -0.0007 0.0070
C -2.519678 -2.085922 -7.060461 -0.0069 -0.0151 -0.0040
N -3.287911 -3.103916 -7.451560 0.0074 0.0090 0.0011
N -2.457749 -0.990479 -7.814243 0.0001 0.0043 -0.0068
C -2.482314 -0.792085 -0.822534 -0.2673 0.2784 0.0166
O -3.526463 -1.394448 -1.008873 0.1009 -0.0680 -0.0045
O -1.917187 -0.573024 0.309907 0.0848 -0.0841 -0.0141
H 0.251654 0.167725 -2.489294 0.0180 -0.0187 -0.0104
H -0.076772 -1.397781 -2.045490 0.0033 -0.0017 -0.0046
H -1.864110 0.927641 -1.927474 -0.0152 -0.0158 0.0137
H -3.428126 -0.300170 -3.304356 -0.0028 -0.0161 0.0047
H -2.419351 -1.696794 -3.356336 0.0272 -0.0250 0.0048
H -1.019947 0.752001 -4.386423 0.0133 -0.0151 0.0042
H -2.469813 0.377042 -5.274155 0.0076 0.0170 0.0068
H -0.232173 -1.639007 -4.748361 0.0012 0.0052 -0.0010
H -0.362659 -0.707080 -6.214784 -0.0040 0.0004 -0.0045
H -1.978567 -2.992129 -5.365691 -0.0046 0.0054 0.0005
H -3.305894 -3.971349 -6.943693 0.0030 -0.0016 -0.0010
H -3.865044 -3.038922 -8.272385 -0.0034 0.0024 0.0016
H -1.936462 -0.183715 -7.521549 -0.0033 0.0017 0.0020
H -2.918404 -0.948303 -8.707243 0.0013 -0.0002 -0.0007
N 0.036443 1.901245 0.102294 -0.0537 0.0191 -0.0450
C -0.291226 2.928768 0.528962 0.0253 0.0039 0.0331
N -0.646646 4.082564 1.013767 0.0061 0.0209 -0.0244
C -1.983255 4.652885 0.777839 0.0040 -0.0141 0.0049
C -1.821900 6.015332 0.125509 0.0094 -0.0002 0.0012
O -0.974553 6.838094 0.901595 -0.0026 0.0012 0.0015
C 0.331804 6.306744 0.991510 -0.0080 0.0028 -0.0043
C 0.311449 4.963742 1.701589 -0.0102 -0.0190 0.0084
H -2.485734 4.756231 1.741559 -0.0034 -0.0020 0.0042
H -2.556624 3.971454 0.151937 0.0020 -0.0010 -0.0049
H -2.784411 6.518894 0.060831 -0.0029 0.0042 0.0008
H -1.412312 5.900736 -0.886732 0.0006 0.0010 -0.0016
H 0.929499 7.021813 1.553408 0.0005 0.0031 0.0015
H 0.764045 6.193723 -0.011245 -0.0001 0.0002 -0.0019
H -0.020248 5.090852 2.734194 0.0032 -0.0005 0.0044
H 1.293494 4.493973 1.696936 0.0023 0.0015 -0.0023
C -2.034880 -4.234835 -1.255344 -0.0020 0.0007 -0.0035
C -1.775186 -3.966157 0.217188 -0.0217 0.0132 -0.0175
S -0.009789 -3.774557 0.507487 -0.0725 0.0207 0.0214
O 0.378679 -2.446513 -0.124017 0.0909 0.0648 0.0055
C -0.082471 -3.476291 2.277158 0.0102 0.0021 0.0087
C 1.315143 -3.255159 2.833124 0.0134 -0.0079 -0.0181
H -3.108500 -4.270600 -1.432520 0.0089 0.0101 -0.0008
H -1.585623 -5.176538 -1.573497 -0.0016 0.0037 -0.0050
H -1.630398 -3.423872 -1.864198 -0.0014 -0.0134 -0.0078
H -2.097793 -4.805095 0.836999 0.0188 -0.0066 0.0101
H -2.266251 -3.050965 0.553138 0.0047 0.0007 0.0058
H -0.560304 -4.353421 2.717489 0.0006 -0.0079 -0.0019
H -0.735176 -2.612210 2.414779 0.0063 -0.0241 -0.0083
H 1.906956 -4.168837 2.783618 -0.0025 -0.0028 0.0037
H 1.258340 -2.943398 3.875907 -0.0013 0.0022 0.0044
H 1.838350 -2.479791 2.272399 -0.0238 -0.0617 0.0120
```
Forces are in eV/Å.

***

[6]
Formula: C18H21AlF3N2S5Sb
Source: OMol25
Level of theory: ωB97M-V/def2-TZVPD

Computed properties:
Strongest force on any atom = 0.22 eV Å⁻¹
LUMO = 4.2860 eV
HOMO-LUMO gap = 6.115 eV
Energy relative to the best compared isomer or geometry (same formula, charge and spin) = 0.0000 eV
Charge = -2

Structure (XYZ):
```
51
Properties=species:S:1:pos:R:3:forces:R:3
Al -0.627941 0.334921 0.264004 -0.0481 -0.0826 0.0055
F 4.177473 -1.371634 -1.721202 -0.0082 -0.0212 -0.0033
C 3.591121 -2.482896 -1.237992 -0.0096 0.0121 0.0139
F 3.790982 -2.489316 0.089306 0.0297 -0.0054 -0.0330
F 4.321060 -3.524498 -1.727848 -0.0024 -0.0009 -0.0042
C 2.144559 -2.602734 -1.615751 0.0041 0.0714 0.0592
C 1.728256 -3.671195 -2.385501 0.0304 -0.0402 -0.0257
C 0.388638 -3.807270 -2.715101 -0.0292 0.0257 0.0271
C -0.486968 -2.858574 -2.207249 0.0105 -0.1094 0.0874
N -0.109176 -1.837887 -1.459318 0.0818 0.1372 -0.1517
C 1.192715 -1.648963 -1.178177 -0.1069 -0.1016 -0.0346
S 1.584257 -0.218152 -0.295306 0.0201 0.0690 0.0045
H 2.452788 -4.399420 -2.725016 0.0036 0.0060 0.0062
H 0.035561 -4.627038 -3.325728 -0.0057 0.0045 0.0061
H -1.555251 -2.932746 -2.391562 -0.0008 0.0157 -0.0199
S -0.654263 4.835761 -1.475791 0.0055 -0.0035 -0.0022
Sb -1.759705 3.238851 -0.298273 -0.0397 -0.0171 -0.0435
S -0.382762 2.260420 1.425288 0.0220 0.0450 0.0639
S -1.805573 1.123436 -1.489398 0.0276 0.0174 0.0483
S -3.833035 3.728572 0.507994 0.0133 -0.0104 0.0002
C 2.921221 -1.849873 3.689267 0.0065 -0.0110 -0.0133
C 1.762563 -2.409902 2.907619 -0.0360 0.0389 0.0137
C 1.762361 -3.737007 2.486767 -0.0173 -0.0417 -0.0141
C 0.724489 -4.221181 1.699175 0.0287 0.0128 0.0218
C 0.734293 -5.643059 1.195880 -0.0052 -0.0009 0.0064
C -0.308160 -3.369973 1.328441 -0.0172 -0.0070 0.0030
C -0.339410 -2.025713 1.727639 -0.1127 0.0347 -0.0321
C 0.709358 -1.585380 2.548170 0.0845 -0.0311 0.0323
N -1.288680 -1.091624 1.302271 0.0927 -0.0665 -0.0404
C -2.726302 -1.433012 1.355532 -0.0028 0.0700 0.0920
C -3.258322 -2.060470 0.056869 0.0056 -0.0151 -0.0010
C -3.033202 -2.365626 2.534315 0.0037 -0.0062 -0.0157
C -3.487263 -0.125697 1.606120 -0.0078 -0.0238 -0.0102
H 3.495363 -2.642621 4.173232 0.0018 0.0010 0.0008
H 2.583978 -1.149461 4.454881 -0.0071 0.0020 -0.0054
H 3.593476 -1.304998 3.020995 0.0001 -0.0019 0.0046
H 2.589415 -4.389433 2.752120 -0.0010 0.0017 -0.0001
H 1.653825 -6.155853 1.483178 0.0004 0.0019 0.0031
H 0.661284 -5.665913 0.105797 -0.0019 -0.0072 0.0033
H -0.109747 -6.213480 1.593598 0.0029 0.0015 -0.0040
H -1.077528 -3.746076 0.666439 -0.0107 0.0076 -0.0088
H 0.699791 -0.548802 2.869423 -0.0182 0.0106 -0.0089
H -2.821637 -3.044833 -0.124238 0.0153 -0.0026 -0.0119
H -3.029305 -1.412218 -0.790176 -0.0050 0.0101 0.0017
H -4.344903 -2.181471 0.117645 0.0027 0.0065 -0.0145
H -2.610835 -3.362059 2.402415 -0.0071 -0.0070 0.0180
H -4.116692 -2.464434 2.640354 0.0027 -0.0014 -0.0057
H -2.631184 -1.945915 3.459240 0.0055 0.0078 -0.0078
H -3.366228 0.579304 0.783375 -0.0166 0.0150 0.0045
H -3.122056 0.356990 2.513375 0.0079 0.0004 -0.0021
H -4.559248 -0.318447 1.711327 0.0077 -0.0112 -0.0133
```
Forces are in eV/Å.